This record from the OMol25 dataset describes C20H24N5PdS as an isolated structure in a non-equilibrium geometry. The level of theory is ωB97M-V/def2-TZVPD.

Summary:
ΔE to the lowest compared entry with this formula, charge and spin: 0.00 kcal/mol
LUMO level: -12.6 eV
HOMO level: -17.6 eV
spin multiplicity: 1
total charge: +3
frontier orbital gap: 5.043 eV

Each line ends with the natural charge from an NBO analysis.
Positions of all 51 atoms, in Å:
Pd: -0.3072 -0.1461 0.0132  0.802
C: 2.2398 -0.8797 -1.1046  -0.431
N: 1.7538 -0.1474 0.1173  -0.424
C: 2.2181 -0.8324 1.3629  -0.420
C: 2.1907 1.2272 0.0566  0.238
C: 3.5335 1.4944 0.0427  -0.247
C: 3.9801 2.8141 -0.0191  0.017
C: 3.0661 3.8746 -0.0696  -0.197
C: 1.7233 3.6247 -0.0587  -0.110
C: 1.2172 2.2842 -0.0012  0.144
N: -0.0814 1.8827 -0.0083  -0.302
C: -1.2361 2.5855 -0.0629  0.144
C: -1.3941 4.0091 -0.1771  -0.106
C: -2.6316 4.5800 -0.2361  -0.198
C: -3.7813 3.7787 -0.1793  0.026
C: -3.6778 2.3926 -0.0633  -0.248
C: -2.4441 1.8002 -0.0062  0.245
N: -2.3641 0.3652 0.1345  -0.439
C: -3.0373 -0.3157 -1.0290  -0.424
C: -2.9793 -0.0832 1.4189  -0.422
H: 3.3318 -0.9180 -1.1180  0.219
H: 1.9007 -0.3542 -1.9954  0.228
H: 1.8597 -1.8874 -1.0660  0.256
H: 3.3081 -0.8937 1.3695  0.219
H: 1.8010 -1.8294 1.3800  0.250
H: 1.8880 -0.2657 2.2312  0.233
H: 4.2525 0.6878 0.0844  0.260
H: 5.0439 3.0182 -0.0262  0.270
H: 3.4218 4.8945 -0.1173  0.276
H: 1.0759 4.4764 -0.0965  0.232
H: -0.5564 4.6737 -0.2293  0.232
H: -2.7240 5.6536 -0.3266  0.276
H: -4.7613 4.2387 -0.2235  0.271
H: -4.5756 1.7916 -0.0142  0.262
H: -4.1088 -0.1049 -1.0316  0.223
H: -2.8930 -1.3849 -0.9315  0.246
H: -2.6050 0.0513 -1.9572  0.231
H: -4.0526 0.1136 1.4105  0.226
H: -2.5227 0.4575 2.2453  0.234
H: -2.8253 -1.1488 1.5392  0.245
S: -0.8709 -2.3406 0.5539  -0.191
C: 0.0649 -3.7350 0.0964  0.319
N: -0.6354 -4.8937 0.0218  -0.477
C: -0.0417 -6.0871 -0.1915  0.150
C: 1.3134 -6.1279 -0.3560  -0.278
C: 1.9850 -4.9101 -0.2927  0.177
N: 1.3779 -3.7440 -0.0610  -0.494
H: -1.6422 -4.8563 0.1469  0.459
H: -0.6874 -6.9544 -0.2259  0.271
H: 1.8290 -7.0610 -0.5262  0.288
H: 3.0601 -4.8684 -0.4232  0.242